P.
Density functional theory data (ωB97M-V with the def2-TZVPD basis set) for an isolated molecule of C5H7N.

Atoms and positions in Å:
N 1.2506 1.5346 -0.3980
C 2.1365 2.3172 -0.3113
C -0.2098 0.8836 -0.7086
C -0.4339 -0.2206 -0.0788
C 0.4653 -0.8286 0.8585
C -1.7259 -0.8946 -0.5680
H 0.1932 -0.6816 1.9286
H -1.4662 -1.2878 -1.5513
H -1.9629 -1.6977 0.1650
H -2.6034 -0.3570 -0.4515
H 1.3858 -0.2684 0.8051
H 0.4980 -1.8944 0.7086
H 2.4728 3.3953 -0.3982

Summary:
HOMO-LUMO gap (alpha / beta): 8.2 / 8.2 eV
E_HOMO (alpha / beta): -0.3014 / -0.3014 hartree
LUMO level (alpha / beta): -0.0016 / -0.0016 Eh
Molar mass: 81.12 Da

***

Q.
Density functional theory data (ωB97M-V with the def2-TZVPD basis set) for a structure of composition C5H7N.

Atoms and positions in Å:
N 1.3046 0.7568 1.2233
C -0.1745 -0.9057 -0.4707
C -0.3189 -1.1055 -1.7694
C -0.5063 0.4155 0.1669
C -0.0752 0.3792 1.6455
C 0.8393 1.1143 0.0839
H -0.2052 -0.5409 2.2229
H -1.0477 -0.5015 -2.3017
H -0.4551 1.2444 2.1839
H 0.3047 -1.8391 -2.2627
H -1.4415 0.8764 -0.1864
H 1.3675 1.7186 -0.6572
H 0.4082 -1.6124 0.1218

Summary:
HOMO-LUMO gap: 10.6 eV
E_HOMO: -0.3486 hartree
LUMO level: 0.0405 Eh
Molar mass: 81.12 Da

***

Last place for stability: P